Entry 1:
{"formula": "C19H21FN4O5S", "method": "the ωB97M-V functional and the def2-TZVPD basis", "e_lumo_ev": -0.39, "e_homo_ev": -9.224, "orbital_gap_ha": 0.3247, "multiplicity": 1, "smiles": "COC(=O)/C(C#N)=C1\\SCC(=O)N1c1ccccc1F.CNC(=O)[C@H](C)NC(C)=O", "total_energy_ha": -1829.9310, "symbols": ["N", "O", "O", "O", "O", "F", "C", "O", "S", "C", "C", "C", "C", "C", "C", "C", "C", "C", "C", "C", "C", "N", "N", "N", "C", "C", "C", "C", "C", "C", "H", "H", "H", "H", "H", "H", "H", "H", "H", "H", "H", "H", "H", "H", "H", "H", "H", "H", "H", "H", "H"], "coordinates": [[0.19371, 1.26154, 1.00525], [-3.13026, 3.76662, 2.88859], [4.12490, -2.01138, 2.68426], [-4.21615, 1.91382, -2.97154], [1.12294, -3.16892, -1.77378], [-1.02602, 3.98321, -1.45924], [-0.85956, 1.74024, 1.15299], [-1.68702, 2.20091, 3.73050], [-4.79027, 2.87219, 0.67287], [-2.38916, 2.80197, 2.72879], [3.85896, -2.12146, 1.49921], [-4.12779, 2.12529, -1.76878], [1.53049, -2.93077, -0.63936], [-2.15434, 2.31543, 1.35666], [-3.12116, 2.35722, 0.33878], [0.61803, 1.13383, -3.05615], [-0.32372, 0.12363, -2.84037], [0.37516, 2.42631, -2.58129], [-1.50988, 0.41055, -2.15825], [-0.80881, 2.71992, -1.89755], [-1.76123, 1.70496, -1.67573], [-2.97389, 1.97141, -1.01424], [1.41860, -3.82719, 0.35327], [2.82211, -1.44801, 0.99680], [-1.80047, 2.81643, 5.02316], [4.71689, -3.02882, 0.63550], [-5.36148, 2.58591, -1.03545], [0.85203, -5.16768, 0.20301], [3.07621, -0.99772, -1.42552], [2.16703, -1.55559, -0.31707], [1.53623, 0.91605, -3.59450], [-0.13556, -0.88453, -3.20328], [1.10190, 3.21576, -2.74416], [-2.24140, -0.37739, -2.00630], [1.75330, -3.55418, 1.26607], [2.39170, -0.81107, 1.65184], [-2.83722, 2.79568, 5.37589], [-1.18124, 2.27535, 5.74455], [-1.45952, 3.85697, 4.99100], [5.35154, -2.41589, -0.00075], [4.10794, -3.69112, 0.02681], [5.35156, -3.62788, 1.28707], [-5.74524, 3.50595, -1.48217], [-6.13290, 1.81400, -1.07132], [1.22667, -5.63034, -0.71319], [-0.23592, -5.10400, 0.14052], [1.12820, -5.79117, 1.05529], [3.44213, -0.00819, -1.14902], [2.50919, -0.91965, -2.35197], [3.91708, -1.66326, -1.60906], [1.31571, -0.87492, -0.26866]], "atomic_forces_ev_per_a": [[-1.6, 0.7, 0.3], [0.6, -1.4, 0.5], [0.2, 0.1, 0.4], [0.8, 0.1, 1.6], [0.2, 0.3, 0.4], [-0.1, -0.7, -0.1], [1.4, -0.9, -0.6], [-0.4, 0.2, -1.1], [0.5, 0.1, 0.0], [-1.0, 1.8, 0.6], [1.2, -0.9, 0.8], [-1.2, -0.3, -2.8], [0.0, 0.0, -1.0], [-0.2, -1.0, -1.3], [0.5, 0.1, 0.8], [-0.6, 0.2, 0.4], [-0.2, 0.3, 0.1], [-0.3, 0.0, 0.1], [0.5, 0.4, -0.1], [0.1, -0.8, -0.4], [1.4, -0.2, -0.5], [-1.0, 0.9, 1.8], [0.3, -0.2, 1.0], [-1.6, 0.3, -1.1], [-0.3, 0.4, 0.4], [-0.3, 0.1, 0.0], [0.7, 0.0, 1.1], [0.0, 0.4, -0.3], [-0.4, -0.6, -0.2], [0.5, 0.3, 0.2], [-0.1, 0.1, 0.1], [-0.1, 0.2, 0.1], [-0.1, 0.0, 0.1], [0.0, 0.2, 0.1], [-0.1, 0.0, -0.1], [0.0, -0.1, 0.1], [0.2, 0.0, -0.2], [0.0, -0.2, -0.5], [-0.1, -0.2, -0.1], [0.0, 0.0, -0.2], [0.0, 0.0, -0.3], [-0.1, 0.1, 0.0], [0.2, -0.2, 0.0], [0.2, 0.1, 0.0], [-0.1, 0.1, 0.1], [0.0, -0.1, 0.0], [0.0, 0.2, -0.1], [-0.1, -0.1, 0.1], [0.1, 0.0, 0.0], [0.1, 0.1, 0.0], [-0.1, 0.0, 0.2]]}

---

Entry 2:
{"formula": "C9H18F4IOP", "method": "the ωB97M-V functional and the def2-TZVPD basis", "e_lumo_ev": 0.21, "e_homo_ev": -9.362, "orbital_gap_ha": 0.3517, "multiplicity": 1, "smiles": "CC(C)C[C@@H](C)CO[PH2](I)C(F)(F)C(F)F", "total_energy_ha": -1467.4281, "symbols": ["C", "C", "C", "C", "C", "C", "C", "O", "P", "I", "C", "F", "F", "C", "F", "F", "H", "H", "H", "H", "H", "H", "H", "H", "H", "H", "H", "H", "H", "H", "H", "H", "H", "H"], "coordinates": [[2.97251, 1.66833, 0.94479], [2.61319, 0.62757, -0.14225], [1.89442, 1.36570, -1.29514], [1.73761, -0.41437, 0.53329], [1.15506, -1.47088, -0.42384], [1.40954, -2.87954, 0.14695], [-0.30977, -1.26694, -0.74565], [-1.02946, -0.81133, 0.40718], [-2.71083, -0.81691, 0.25521], [-5.23406, -1.10438, -0.01212], [-2.90847, 0.97653, 0.86981], [-3.52864, 1.03110, 2.03500], [-1.71231, 1.49622, 1.03553], [-3.65989, 1.87719, -0.17609], [-4.86631, 2.15656, 0.23481], [-3.00785, 3.04598, -0.25687], [3.83767, 2.25363, 0.67726], [2.09957, 2.28797, 1.08778], [3.12352, 1.13929, 1.88087], [3.54073, 0.19686, -0.48837], [2.52088, 1.33199, -2.17687], [0.91846, 0.96669, -1.52469], [1.78906, 2.41254, -1.05200], [2.39263, -0.94376, 1.21387], [0.99077, 0.07254, 1.14934], [1.71647, -1.39306, -1.34482], [0.71019, -3.61328, -0.23176], [1.38698, -2.84406, 1.22589], [2.40487, -3.18425, -0.14780], [-0.71275, -2.23067, -1.04552], [-0.43410, -0.54224, -1.54589], [-2.79358, -1.82792, 1.21494], [-2.64084, -1.01452, -1.12828], [-3.66527, 1.45141, -1.17458]], "atomic_forces_ev_per_a": [[-0.3, -1.0, -0.3], [-0.7, 1.4, 0.6], [0.9, -0.2, 0.1], [0.6, -0.4, -0.6], [0.1, -0.2, 0.8], [0.2, 0.6, -0.3], [0.0, 0.2, 0.4], [-0.6, -0.2, -0.4], [1.4, -0.1, 0.6], [-0.6, -0.1, -0.1], [-0.5, -0.1, -1.3], [-0.7, -0.3, 1.0], [1.4, 0.5, 0.2], [1.1, -0.4, -0.2], [-1.7, 0.1, 0.5], [0.6, 0.8, -0.1], [0.2, 0.3, 0.0], [-0.1, 0.5, 0.1], [0.4, 0.1, 0.3], [0.2, -0.4, -0.3], [-0.1, -0.1, -0.5], [-0.2, -0.1, -0.1], [-0.2, 0.3, 0.1], [0.1, -0.1, 0.4], [-0.3, 0.0, -0.1], [0.0, 0.0, -0.5], [-0.2, -0.2, 0.0], [-0.2, -0.2, 0.3], [0.3, -0.2, 0.1], [-0.2, -0.1, -0.4], [-0.1, 0.1, -0.3], [-0.2, 0.1, 0.0], [-0.2, 0.0, 0.0], [-0.2, -0.3, -0.2]]}

---

Entry 3:
{"formula": "Ca7O16P4", "method": "the ωB97M-V functional and the def2-TZVPD basis", "e_lumo_ev": -7.94, "e_homo_ev": -9.745, "charge": 2, "orbital_gap_ha": 0.0661, "e_above_lowest_kcal_mol": 715.8, "multiplicity": 1, "total_energy_ha": -7311.3800, "symbols": ["Ca", "Ca", "Ca", "Ca", "Ca", "Ca", "Ca", "P", "O", "O", "O", "O", "P", "O", "O", "O", "O", "P", "O", "O", "O", "O", "P", "O", "O", "O", "O"], "coordinates": [[3.51718, 1.44941, 0.89145], [-0.83207, 0.40688, 3.99723], [-0.73789, 1.05545, -5.49311], [4.72426, -1.11462, -4.20445], [0.95887, -5.59878, -3.62965], [-2.82329, 0.00124, -0.87485], [1.50726, -6.21076, 2.65437], [3.05071, -2.31278, 4.74457], [3.32400, -0.96693, 4.09199], [1.43640, -2.50389, 4.99606], [3.66061, -2.11286, 6.04281], [3.62978, -3.66543, 4.15959], [0.81256, -2.07158, -0.69750], [0.10799, -1.55061, -1.98422], [-0.07124, -1.35020, 0.42808], [2.18692, -1.29091, -0.91186], [1.04151, -3.61120, -0.48504], [-4.50032, 2.74608, -3.96435], [-4.01180, 1.28311, -4.07841], [-3.54226, 3.49963, -4.70678], [-4.29169, 3.03965, -2.45151], [-5.88821, 2.65732, -4.61725], [-0.61455, 3.70868, 1.20253], [0.45579, 3.18480, 2.12472], [-0.37744, 3.19267, -0.27567], [-0.75108, 5.18705, 1.39739], [-1.97201, 2.94858, 1.64388]], "atomic_forces_ev_per_a": [[-2.1, -1.1, -0.1], [1.1, 0.7, -1.5], [-0.9, 0.4, 0.8], [-0.6, -0.1, 0.3], [0.1, 0.7, 1.0], [2.1, 0.8, -0.3], [0.6, 1.4, 0.0], [-4.9, -3.0, -2.9], [-0.1, 0.3, -1.2], [2.3, 0.8, -1.5], [2.5, 0.5, 4.2], [-1.2, 1.7, 0.1], [0.1, 2.5, 0.1], [-1.9, -1.1, -1.4], [-0.2, -0.6, 0.5], [1.0, 0.1, 1.5], [-0.6, 1.0, -0.6], [-2.8, -2.9, 3.1], [0.9, -2.4, -0.2], [4.1, 3.5, -3.1], [-1.1, 0.1, -0.7], [0.6, 0.2, 1.3], [-1.9, -1.9, -1.4], [2.8, -2.2, 1.7], [-0.2, 0.6, 1.2], [-0.5, 0.4, -0.7], [0.6, -0.3, -0.1]]}

---

Entry 4:
{"formula": "C2H10BOSSn", "method": "the ωB97M-V functional and the def2-TZVPD basis", "e_lumo_ev": [-1.54, -1.41], "e_homo_ev": [-7.211, -9.395], "orbital_gap_ha": [0.2085, 0.2934], "s_squared": 0.753, "multiplicity": 2, "total_energy_ha": -794.5509, "symbols": ["Sn", "B", "H", "H", "H", "H", "C", "S", "O", "C", "H", "H", "H", "H", "H", "H"], "coordinates": [[1.25633, -1.32721, -0.52530], [3.40354, -3.31886, -0.04790], [3.73154, -2.79655, -0.93325], [3.04456, -2.58862, 0.66070], [2.61154, -3.98455, -0.35424], [4.20428, -3.89291, 0.39201], [-2.68159, 1.13884, 1.00283], [-2.13922, 1.31225, -0.79761], [-1.20876, 0.18835, -1.13383], [-1.09483, 2.80232, -0.56373], [-1.88871, 0.82147, 1.68013], [-3.44587, 0.37464, 0.86152], [-3.28404, 1.96270, 1.38543], [-0.81331, 3.18021, -1.54661], [-0.13032, 2.55123, -0.12240], [-1.56513, 3.57671, 0.04227]], "atomic_forces_ev_per_a": [[1.1, -1.1, 0.2], [-0.7, -0.3, -0.7], [1.4, 2.4, -3.7], [-1.9, 3.5, 3.4], [-3.2, -2.6, -1.1], [3.0, -1.8, 1.8], [-0.6, -0.6, -1.3], [0.3, 1.1, 1.4], [0.1, 0.0, 0.4], [0.5, -0.2, -0.3], [0.0, 0.1, -0.2], [0.3, -0.5, 0.4], [0.5, 0.5, -0.3], [-0.4, 0.1, -0.1], [-0.2, -0.4, 0.4], [-0.3, -0.2, -0.2]]}